Molecular formula: C3H12O3
Method: DFT, ωB97M-V/def2-TZVPD

```
18
Properties=species:S:1:pos:R:3:forces:R:3
H -3.697582 -0.092341 0.219610 -0.7 -0.3 -0.2
H 0.820661 0.044996 1.519859 -0.5 0.6 -0.3
H -0.469909 -1.806992 -1.550894 -0.8 -0.2 -0.3
H 1.156392 -0.036671 -2.173111 -0.1 0.0 -0.2
C 0.236495 0.663218 0.802682 -0.9 -0.6 0.3
H 4.182445 0.504518 1.103083 0.2 -0.1 0.2
O 1.320646 -0.113705 -1.235305 0.6 -0.4 1.1
O 3.586119 -0.141793 0.715860 -0.1 0.5 0.0
H -0.798314 0.902434 1.156059 0.7 -0.7 0.3
C 0.061342 -0.048860 -0.526900 -0.4 2.5 -2.5
H 3.000713 0.425819 0.193261 -0.1 -0.5 -0.2
H -1.650271 -1.317555 -0.135023 0.3 -0.4 -0.6
H 0.631118 1.670059 0.678415 0.6 -0.2 -0.2
O -4.066728 0.793056 0.338823 1.0 -0.4 0.1
C -0.639776 -1.396301 -0.565739 1.5 0.7 1.4
H -0.462704 0.707686 -1.184083 -0.4 -0.7 0.8
H 0.013939 -1.973637 0.095392 -0.5 -0.5 0.1
H -3.224590 1.216070 0.548006 -0.3 0.7 0.1
```
Positions in Å, forces in eV/Å.

Results
calculated total energy = -347.18770 Eh
energy relative to the best compared isomer or geometry (same formula, charge and spin) = 0.568 eV
frontier orbital gap = 11.127 eV
HOMO level = -10.592 eV
molecular weight = 96.126 g mol⁻¹
net charge = 0
SMILES = CC(C)O.O.O

Molecular formula: C3H12O3
Method: DFT, ωB97M-V/def2-TZVPD

```
18
Properties=species:S:1:pos:R:3:forces:R:3
C -0.689999 0.219898 -1.366272 0.8 0.5 -0.8
H 3.560054 2.401378 0.041860 0.8 -0.3 -0.7
H 0.479506 0.234500 0.105940 1.0 0.5 0.6
H 0.241511 0.266917 -1.930338 -0.3 -0.1 -0.8
H -1.633341 -1.658131 0.132888 1.3 1.2 -1.2
H -2.689964 -1.301861 1.847092 0.3 0.3 0.7
H -1.019709 1.255158 -1.278912 -0.4 0.1 0.0
H 2.383300 1.372828 0.994691 -0.8 -0.5 0.5
C -2.304082 -2.312670 1.714970 -1.9 -1.6 -0.9
H -1.360210 -2.534943 2.212775 0.4 0.3 0.3
H 2.401964 3.150819 -0.867679 -0.6 -0.3 -0.7
O -0.304274 -0.271922 -0.119499 -1.5 -1.3 0.9
H -1.433704 -0.423018 -1.837086 0.0 0.1 0.0
C 2.730545 2.142427 -0.616142 1.2 1.4 -0.2
O 1.828453 1.492774 0.220503 -1.0 -0.9 1.2
H -3.040194 -3.100357 1.875576 0.1 0.2 1.1
H 2.999713 1.509078 -1.461428 0.2 0.4 0.0
O -2.149572 -2.442876 0.331062 0.4 0.0 0.1
```
Positions in Å, forces in eV/Å.

Results
calculated total energy = -346.78393 Eh
energy relative to the best compared isomer or geometry (same formula, charge and spin) = 1.587 eV
frontier orbital gap (spin up / spin down) = 11.344 / 4.313 eV
HOMO level (spin up / spin down) = -14.283 / -14.231 eV
molecular weight = 96.126 g mol⁻¹
spin multiplicity = 2
net charge = +1
<S²> = 0.7548

Molecular formula: C3H12O4
Method: DFT, ωB97M-V/def2-TZVPD

```
19
Properties=species:S:1:pos:R:3:forces:R:3
C -1.127310 0.390998 1.800851 0.3 -1.7 1.9
O -0.842676 -1.548731 -3.215475 -1.1 1.2 0.2
H -1.578830 1.570724 0.024661 0.2 -0.1 0.3
H -3.082430 0.686582 1.953348 0.2 -0.1 0.3
O 0.229354 1.064784 -1.666981 -3.9 -2.7 -1.3
H 3.389520 -0.295705 1.230201 -1.0 -0.1 -0.1
H -0.076394 -1.066281 -3.495547 0.7 0.4 -0.3
H 1.043684 0.941662 0.109552 -0.6 -0.2 0.5
H -0.566188 -2.438986 -3.157230 0.4 -1.5 0.1
O -2.436441 0.135793 2.420171 1.0 1.3 -0.8
O 4.211045 -0.624256 0.880924 0.2 0.1 0.1
H -1.838327 -0.178861 -0.185021 0.4 0.7 0.8
H -0.406293 1.078375 2.308631 -1.4 0.8 -0.2
H 0.490886 -0.645936 -0.433659 -0.4 0.4 0.0
H -0.621830 0.608404 -2.171994 3.2 1.8 1.7
C -1.178918 0.589603 0.322309 0.1 -0.8 -1.6
H 4.799914 -0.171488 1.482486 0.8 0.0 0.0
C 0.191690 0.420032 -0.362668 1.0 0.8 -0.5
H -0.600457 -0.516713 2.155442 -0.2 -0.2 -1.1
```
Positions in Å, forces in eV/Å.

Results
calculated total energy = -422.40151 Eh
energy relative to the best compared isomer or geometry (same formula, charge and spin) = 1.632 eV
frontier orbital gap = 10.956 eV
HOMO level = -10.326 eV
molecular weight = 112.125 g mol⁻¹
net charge = 0
SMILES = OCCCO.O.O